(1)
# C7H13BO3

A cluster of 2 separate species, C7H13BO3 in total in a non-equilibrium geometry (wB97M-V/def2-TZVPD, the Open Molecules 2025 dataset).

Strongest force on any atom = 4.58 eV/A
Multiplicity = 1
Gap between HOMO and LUMO (alpha / beta) = 0.2884 / 0.2925 Ha
E_HOMO (alpha / beta) = -7.288 / -7.491 eV
Lowest unoccupied orbital energy (alpha / beta) = 0.021 / 0.017 Ha

CARTESIAN COORDINATES (ANGSTROEM)
B 1.43 0.39 -0.09
C 4.58 0.20 0.22
C -0.53 -0.87 0.68
C -0.62 0.63 -1.28
C -1.27 0.37 0.12
C 5.07 -1.05 -0.42
C -1.21 1.54 1.07
C -2.77 -0.12 -0.09
O 5.20 1.19 0.50
O 0.88 -0.56 0.76
O 0.78 1.03 -1.09
H -0.63 -1.23 1.75
H -0.76 -1.70 0.11
H -0.77 -0.21 -1.84
H -0.97 1.57 -1.71
H 6.05 -0.77 -0.72
H 5.10 -1.94 0.30
H 4.45 -1.50 -1.24
H -0.30 1.97 0.89
H -1.40 1.32 2.05
H -1.90 2.22 0.85
H -3.28 0.65 -0.52
H -3.29 -0.15 0.92
H -2.97 -0.94 -0.73

(2)
# C7H13Br2

A cluster of 2 separate species, C7H13Br2 in total in a non-equilibrium geometry (wB97M-V/def2-TZVPD, the Open Molecules 2025 dataset).

Strongest force on any atom = 1.16 eV/A
Multiplicity = 2
Gap between HOMO and LUMO (alpha / beta) = 0.3992 / 0.2441 Ha
E_HOMO (alpha / beta) = -10.080 / -10.080 eV
Lowest unoccupied orbital energy (alpha / beta) = 0.029 / -0.126 Ha

CARTESIAN COORDINATES (ANGSTROEM)
Br 1.50 -2.95 -2.87
Br -0.49 0.39 -2.39
C -1.37 2.17 -0.47
C -0.55 0.84 -0.47
C -1.29 -0.29 0.30
C -0.48 -1.58 0.49
C 0.94 -1.34 1.01
C 1.68 -0.26 0.27
C 0.87 1.04 0.08
H -0.86 2.95 -1.05
H -2.32 2.04 -1.00
H -1.59 2.53 0.56
H -1.57 0.07 1.31
H -2.23 -0.53 -0.22
H -0.99 -2.20 1.24
H -0.44 -2.14 -0.45
H 0.86 -1.05 2.07
H 1.51 -2.28 0.96
H 2.58 -0.02 0.84
H 2.00 -0.63 -0.71
H 1.43 1.72 -0.58
H 0.81 1.54 1.06

(3)
# C7H13BrClO3S

A cluster of 2 separate species, C7H13BrClO3S in total in a non-equilibrium geometry (wB97M-V/def2-TZVPD, the Open Molecules 2025 dataset).

Strongest force on any atom = 2.76 eV/A
Multiplicity = 1
Total charge = +1
Gap between HOMO and LUMO = 0.2501 Ha
E_HOMO = -12.952 eV
Lowest unoccupied orbital energy = -0.226 Ha

CARTESIAN COORDINATES (ANGSTROEM)
Cl 6.68 -0.71 2.29
S 5.68 -1.08 0.49
C 3.94 -0.31 0.52
C 3.01 -1.40 1.38
C 1.40 -1.25 1.10
Br 0.78 0.61 1.48
H 5.46 -2.48 0.47
H 3.98 0.66 1.18
H 3.55 -0.13 -0.57
H 3.26 -1.19 2.51
H 3.34 -2.52 1.15
H 1.17 -1.64 0.02
H 0.86 -1.99 1.86
C -3.62 1.87 -2.50
C -3.67 0.85 -1.37
C -3.55 1.44 0.00
O -3.05 0.35 0.75
C -2.33 -0.42 -0.13
O -1.60 -1.34 0.19
O -2.55 -0.01 -1.42
H -2.86 2.64 -2.30
H -3.35 1.39 -3.44
H -4.59 2.37 -2.61
H -4.57 0.23 -1.47
H -4.52 1.78 0.40
H -2.84 2.27 0.06

(4)
# C7H13Cl2F6N2O3PS

A cluster of 2 separate species, C7H13Cl2F6N2O3PS in total in a non-equilibrium geometry (wB97M-V/def2-TZVPD, the Open Molecules 2025 dataset).

Strongest force on any atom = 6.59 eV/A
Multiplicity = 1
Gap between HOMO and LUMO = 0.3431 Ha
SMILES = NP(O)N(CCCC(F)(F)C(F)(F)F)S(=O)(=O)F.ClCCCl
E_HOMO = -9.538 eV
Lowest unoccupied orbital energy = -0.007 Ha

CARTESIAN COORDINATES (ANGSTROEM)
N 3.98 1.57 2.19
P 3.50 0.05 1.48
O 4.93 -0.56 0.77
N 2.25 0.32 0.19
C 0.93 0.22 0.93
C -0.27 1.03 0.27
C -1.64 0.32 0.76
C -2.82 1.33 1.07
F -2.58 2.66 0.70
F -3.10 1.23 2.46
C -4.21 0.93 0.34
F -4.39 -0.44 0.23
F -4.17 1.57 -0.92
F -5.28 1.43 1.11
S 2.47 1.83 -0.59
O 3.94 1.88 -0.95
O 2.18 3.03 0.24
F 1.67 1.90 -2.08
H 3.50 1.77 3.08
H 5.00 1.65 2.29
H 5.52 0.23 0.71
H 1.08 0.51 2.02
H 0.64 -0.88 0.90
H -0.30 0.97 -0.88
H -0.18 2.11 0.63
H -1.41 -0.35 1.66
H -1.94 -0.41 -0.08
Cl -0.68 -2.26 -0.51
C -0.50 -2.89 -2.17
C -1.78 -3.51 -2.69
Cl -2.18 -5.02 -1.85
H 0.33 -3.60 -2.17
H -0.21 -2.04 -2.80
H -1.66 -3.76 -3.75
H -2.62 -2.82 -2.60

(5)
# C7H13Cl2N3

A cluster of 2 separate species, C7H13Cl2N3 in total in a non-equilibrium geometry (wB97M-V/def2-TZVPD, the Open Molecules 2025 dataset).

Strongest force on any atom = 4.63 eV/A
Multiplicity = 1
Total charge = +2
Gap between HOMO and LUMO = 0.2633 Ha
E_HOMO = -16.927 eV
Lowest unoccupied orbital energy = -0.359 Ha

CARTESIAN COORDINATES (ANGSTROEM)
C 1.80 0.40 1.86
C 2.61 -0.34 -0.18
C 0.55 0.82 -0.16
C -1.22 -1.25 0.65
C -1.13 -0.65 -1.73
C -2.39 0.89 -0.30
C -1.33 -0.14 -0.37
N 0.80 0.91 1.22
N 2.75 -0.20 1.20
N 1.51 0.06 -0.81
Cl 3.86 -1.14 -1.05
Cl 0.41 2.45 -0.79
H 1.94 0.54 2.85
H -0.29 -1.20 1.24
H -1.41 -2.19 0.10
H -2.09 -1.11 1.39
H -0.47 -1.47 -1.70
H -2.13 -0.79 -2.10
H -0.60 0.09 -2.43
H -3.32 0.36 -0.08
H -2.48 1.42 -1.18
H -2.23 1.62 0.54
H 0.10 1.51 1.80
H 3.48 -0.64 1.78
H 1.28 0.07 -1.79

(6)
# C7H13Cl4CrO6

A structure of composition C7H13Cl4CrO6 in a non-equilibrium geometry (wB97M-V/def2-TZVPD, the Open Molecules 2025 dataset).

Strongest force on any atom = 3.74 eV/A
Multiplicity = 5
Total charge = +1
Gap between HOMO and LUMO (alpha / beta) = 0.2102 / 0.2491 Ha
E_HOMO (alpha / beta) = -13.075 / -13.075 eV
Lowest unoccupied orbital energy (alpha / beta) = -0.270 / -0.231 Ha

CARTESIAN COORDINATES (ANGSTROEM)
Cr -2.21 1.97 -0.69
Cl -2.07 -0.45 -1.09
C -4.12 -0.70 2.07
O -3.11 -0.14 2.90
C -2.37 0.90 2.66
O -2.30 1.47 1.57
O -1.79 1.28 3.76
C -0.90 2.38 3.76
H -3.82 -0.82 1.03
H -5.03 -0.09 2.11
H -4.41 -1.64 2.53
H -0.01 2.11 3.18
H -0.56 2.64 4.76
H -1.28 3.27 3.27
C 5.23 -0.67 -3.37
O 3.82 -0.84 -3.18
C 3.10 0.26 -3.33
O 3.49 1.35 -3.63
O 1.83 -0.06 -3.09
C 0.87 0.97 -3.23
H 5.68 -0.12 -2.54
H 5.37 -0.11 -4.29
H 5.76 -1.61 -3.43
H 0.89 1.33 -4.26
H 1.14 1.87 -2.67
H -0.13 0.66 -2.94
C -0.69 -2.98 1.55
Cl -1.40 -4.57 1.38
Cl 1.09 -3.09 1.19
Cl -0.94 -2.30 3.15
H -1.14 -2.27 0.87

(7)
# C7H13ClI2InN2OP

A structure of composition C7H13ClI2InN2OP in a non-equilibrium geometry (wB97M-V/def2-TZVPD, the Open Molecules 2025 dataset).

Strongest force on any atom = 5.06 eV/A
Multiplicity = 1
Total charge = +2
Gap between HOMO and LUMO (alpha / beta) = 0.1578 / 0.1580 Ha
E_HOMO (alpha / beta) = -15.932 / -15.932 eV
Lowest unoccupied orbital energy (alpha / beta) = -0.428 / -0.427 Ha

CARTESIAN COORDINATES (ANGSTROEM)
I 2.56 2.40 -1.73
I 1.59 -2.53 -1.19
In 0.59 -0.37 -0.03
P -0.55 0.00 -2.51
C 0.51 0.07 -3.99
C -1.64 -1.41 -2.88
H -2.34 1.42 -1.83
H -2.25 1.29 -3.58
H -1.07 2.33 -2.74
C -1.65 1.42 -2.68
H -2.35 -1.53 -2.07
H -2.22 -1.17 -3.77
H -0.13 0.07 -4.87
H 1.17 -0.80 -4.03
H -1.07 -2.32 -3.04
H 1.11 0.99 -3.97
C 3.21 0.46 -0.84
O 3.54 0.13 0.24
Cl -1.66 -1.00 0.59
N 0.13 -0.94 3.10
C 0.15 -0.62 4.41
C 0.93 0.51 4.53
C 1.39 0.81 3.25
N 0.85 -0.08 2.36
H -0.46 -1.65 2.63
H -0.39 -1.20 5.11
H 1.18 1.01 5.46
H 2.04 1.61 2.92

(8)
# C7H13ClIO7S

A cluster of 2 separate species, C7H13ClIO7S in total in a non-equilibrium geometry (wB97M-V/def2-TZVPD, the Open Molecules 2025 dataset).

Strongest force on any atom = 1.20 eV/A
Multiplicity = 1
Total charge = -1
Gap between HOMO and LUMO = 0.3000 Ha
E_HOMO = -6.226 eV
Lowest unoccupied orbital energy = 0.071 Ha

CARTESIAN COORDINATES (ANGSTROEM)
C 2.13 -1.66 -0.69
C 2.88 -0.37 -0.35
C 2.39 0.88 -1.08
I 3.47 2.56 -0.21
C 0.91 1.22 -0.96
C 0.28 0.95 0.42
C -1.23 0.79 0.19
C -1.42 -0.53 -0.49
O -1.07 -0.53 -1.91
S -0.03 0.56 -2.38
O 0.87 -0.09 -3.27
O -0.72 1.66 -2.96
H 2.66 -2.29 -1.39
H 1.13 -1.50 -1.06
H 2.03 -2.24 0.23
H 2.89 -0.20 0.72
H 3.92 -0.51 -0.63
H 2.73 0.86 -2.11
H 0.82 2.29 -1.11
H 0.61 0.03 0.87
H 0.45 1.81 1.05
H -1.75 0.71 1.14
H -1.61 1.64 -0.37
H -0.79 -1.27 -0.02
H -2.44 -0.88 -0.35
O -2.67 -0.16 2.74
Cl -3.83 -0.79 3.35
O -3.41 -1.54 4.51
O -4.44 -1.67 2.38
O -4.77 0.24 3.74

(9)
# C7H13ClOSi

A cluster of 2 separate species, C7H13ClOSi in total in a non-equilibrium geometry (wB97M-V/def2-TZVPD, the Open Molecules 2025 dataset).

Strongest force on any atom = 6.07 eV/A
Multiplicity = 1
Gap between HOMO and LUMO (alpha / beta) = 0.2891 / 0.2394 Ha
E_HOMO (alpha / beta) = -7.911 / -6.829 eV
Lowest unoccupied orbital energy (alpha / beta) = -0.002 / -0.012 Ha

CARTESIAN COORDINATES (ANGSTROEM)
C -2.34 -1.74 1.03
C -1.46 -2.62 0.49
C -0.13 1.84 -0.70
C 0.42 1.85 0.75
C 1.05 1.66 -1.67
C 0.73 0.43 1.28
C -0.86 -2.61 -0.86
O 1.89 0.62 -1.33
Si 1.83 -0.40 -0.10
Cl 3.73 -0.92 0.16
H -2.71 -1.99 2.06
H -2.80 -0.94 0.64
H -1.08 -3.29 1.21
H -0.83 1.04 -0.68
H -0.60 2.75 -0.93
H 1.36 2.49 0.92
H -0.30 2.53 1.31
H 0.73 1.50 -2.64
H 1.67 2.64 -1.76
H 1.20 0.33 2.18
H -0.16 -0.07 1.39
H -1.10 -1.77 -1.57
H -0.26 -3.32 -1.20

(10)
# C7H13ClSi

A cluster of 2 separate species, C7H13ClSi in total in a non-equilibrium geometry (wB97M-V/def2-TZVPD, the Open Molecules 2025 dataset).

Strongest force on any atom = 6.24 eV/A
Multiplicity = 1
Gap between HOMO and LUMO = 0.3899 Ha
SMILES = C[Si@@H]1CCC[C@@H]1Cl.C#C
E_HOMO = -9.840 eV
Lowest unoccupied orbital energy = 0.028 Ha

CARTESIAN COORDINATES (ANGSTROEM)
C 0.31 -1.84 -0.67
Si -0.16 -0.50 0.59
C -0.19 1.38 0.28
C 0.63 1.84 1.45
C 0.56 0.90 2.59
C 1.06 -0.44 2.06
Cl 2.81 -0.34 1.42
H 1.22 -2.40 -0.37
H -0.66 -2.48 -0.63
H 0.28 -1.56 -1.77
H -1.58 -0.61 1.05
H -1.23 1.69 0.35
H 0.04 1.90 -0.75
H 0.29 3.00 1.72
H 1.76 2.07 1.34
H 1.24 1.19 3.52
H -0.55 0.76 2.87
H 0.87 -1.27 2.85
C -1.87 -1.26 -4.87
C -1.44 -0.43 -4.08
H -2.50 -1.79 -5.47
H -0.88 0.17 -3.50